Record 1
128
Properties=species:S:1:pos:R:3 method="wB97M-V/def2-TZVPD" orbital_gap_ha=0.237 lumo_ha=-0.0124 largest_force_ev_per_a=0.43 e_homo_ev=-6.793
Sn 0.338 -0.939 0.385
Cl 3.757 -0.040 0.168
Cl 4.048 1.597 2.583
S -1.841 -8.280 0.235
S -0.893 0.927 -1.166
S 3.804 1.219 -4.560
Si -0.804 2.971 -1.521
Si -2.588 -1.829 2.222
O -0.145 3.296 -2.989
O 0.172 3.709 -0.414
O 1.042 -3.790 7.088
O -0.614 2.112 7.064
O -1.135 -1.827 1.505
O -2.277 3.691 -1.532
N 1.870 -1.922 2.579
N 1.616 -1.852 -2.275
N 0.552 0.459 2.512
N 0.457 -3.710 -0.616
C 0.764 0.682 4.869
C 2.273 -4.024 3.624
C -0.046 2.505 3.571
C -3.194 4.117 -0.526
C 0.137 2.796 6.074
C 0.531 3.294 -5.244
C 1.742 -3.554 4.820
C -1.488 1.996 -4.540
C 3.432 1.303 -7.080
C -4.565 3.604 -0.953
C 1.275 -3.048 -2.786
C -2.383 -2.121 4.071
C 4.716 1.195 0.990
C 0.288 1.988 4.810
C -0.296 -6.204 -1.560
C 1.063 -4.645 -4.641
C -2.325 -8.653 1.831
C -3.163 5.642 -0.504
C 1.170 5.686 -1.422
C -3.652 -3.206 1.514
C 1.665 -4.464 6.014
C -0.678 3.268 -4.316
C 1.983 -2.357 -4.976
C 2.317 -3.172 2.537
C 0.300 -5.279 -2.431
C 0.676 -4.031 -1.907
C 0.875 -0.059 3.704
C -1.311 -6.592 2.069
C -2.829 3.558 0.844
C -0.131 -4.579 0.165
C 2.458 3.542 -1.126
C -0.525 -5.871 -0.243
C 0.521 -5.568 -3.821
C 2.870 -0.043 -5.271
C 1.288 -2.248 4.868
C 2.316 -1.126 -4.454
C 4.042 1.980 -6.069
C -1.156 -6.776 0.722
C 1.443 -3.352 -4.146
C -1.982 -7.668 2.704
C 0.115 1.709 2.445
C -3.468 -0.191 1.980
C 2.763 0.140 -6.622
C 1.381 4.456 -0.546
C -1.542 4.506 -4.540
C 2.095 -0.935 -3.073
C 1.367 -1.464 3.720
C 1.756 4.884 0.869
H 0.215 3.289 -6.289
H -3.258 -4.194 1.762
H 2.185 3.230 -2.133
H -2.203 -7.703 3.760
H -2.764 2.471 0.800
H 5.721 0.814 1.134
H -3.889 6.035 0.210
H -1.483 1.910 6.701
H 2.146 -2.576 -6.025
H -0.116 2.082 1.454
H 2.294 0.031 -2.617
H -0.330 -4.230 1.171
H 0.379 6.311 -1.006
H -0.580 -7.177 -1.945
H 2.709 -3.503 1.582
H -1.827 1.947 -5.576
H 0.979 -4.389 7.836
H 2.088 6.275 -1.465
H -4.676 -3.152 1.888
H -2.382 4.511 -3.849
H 0.844 -1.874 5.777
H -0.301 3.772 5.841
H -3.456 0.090 0.925
H -2.964 0.605 2.535
H 0.227 -6.539 -4.198
H -0.425 3.513 3.467
H 1.125 4.191 -5.064
H -4.818 3.991 -1.941
H -4.506 -0.228 2.314
H 3.422 4.054 -1.160
H -1.856 -3.057 4.270
H -0.961 -5.716 2.596
H 1.157 2.421 -5.066
H -3.345 -2.162 4.584
H 3.451 1.623 -8.110
H 1.216 -4.861 -5.691
H -4.550 2.515 -1.002
H 1.107 -5.366 5.735
H -1.801 -1.314 4.521
H 0.938 5.453 1.313
H 2.684 -4.774 6.283
H -2.359 1.970 -3.885
H 4.709 2.095 0.385
H -3.592 3.832 1.575
H 2.648 5.511 0.857
H -0.881 1.118 -4.319
H -2.841 -9.575 2.036
H -5.335 3.915 -0.246
H 1.118 2.969 6.522
H -1.922 4.519 -5.563
H -3.689 -3.130 0.425
H 1.045 0.262 5.825
H 1.955 4.011 1.490
H -0.953 5.410 -4.377
H 0.890 5.394 -2.432
H 4.609 2.893 -6.129
H 2.546 2.652 -0.500
H 2.202 -0.519 -7.268
H -3.394 6.037 -1.493
H -1.869 3.956 1.170
H -2.169 5.989 -0.217
H 2.642 -5.039 3.536

Record 2
120
Properties=species:S:1:pos:R:3 method="wB97M-V/def2-TZVPD" orbital_gap_ha="0.258 / 0.110" lumo_ha="-0.1436 / -0.2918" charge=+1 largest_force_ev_per_a=5.33 spin_multiplicity=2 e_homo_ev="-10.922 / -10.922"
F 1.805 -5.179 -4.201
F 2.035 4.610 -6.474
F -3.209 2.973 2.829
F 3.752 0.726 -1.029
N -1.977 3.436 -0.620
N -0.042 -1.516 -3.094
N 0.705 -4.173 2.262
N 0.055 8.013 -1.527
N 0.197 0.063 7.305
N 0.287 3.773 4.199
C 5.647 0.195 -2.338
C 2.689 -6.746 -1.032
C -0.130 6.016 0.190
C 2.959 1.783 3.179
C 2.489 5.969 0.628
C -4.321 4.832 2.121
C 2.261 -4.356 -0.619
C 1.846 1.663 4.307
C -3.593 -2.140 -3.671
C 0.982 2.829 4.235
C 2.042 -5.320 -2.886
C 6.302 -0.700 -3.179
C -1.870 -5.193 -0.326
C -6.574 3.256 1.741
C 2.001 -4.247 -2.004
C 4.028 -1.465 -1.650
C -1.550 1.046 0.577
C -3.594 -2.071 -2.125
C -5.424 2.675 2.248
C -0.031 7.125 -0.776
C -6.659 4.636 1.563
C -0.985 -2.035 -3.558
C 1.910 2.777 -5.152
C 1.540 2.160 -3.979
C -0.268 -1.248 0.420
C 4.502 -0.157 -1.648
C -1.771 2.381 -0.088
C -0.241 3.925 -3.689
C -1.302 -2.629 4.573
C -2.210 -2.658 -4.154
C -2.117 -1.370 5.156
C 0.247 -5.169 1.841
C 0.497 2.779 -3.265
C 2.535 -5.652 -0.141
C 0.247 4.626 -4.803
C -0.317 -6.404 1.366
C -0.764 0.068 -0.241
C 5.767 -2.008 -3.316
C -5.513 5.386 1.655
C 2.489 -6.590 -2.414
C 1.021 6.242 1.181
C -1.733 -6.191 0.839
C -0.453 -0.005 6.382
C -1.342 -0.117 5.159
C -4.337 3.489 2.364
C 2.517 1.816 1.731
C 4.696 -2.394 -2.456
C 1.351 4.007 -5.471
H -0.715 -0.258 4.279
H -7.441 2.618 1.654
H -2.028 0.710 4.976
H -1.409 -4.241 -0.059
H 0.266 -1.809 -0.348
H -2.977 -1.209 -1.871
H 3.185 2.275 1.003
H 5.982 1.221 -2.343
H -2.216 -3.724 -3.928
H -2.173 -2.461 -5.225
H -1.177 -5.481 -1.117
H 2.557 5.089 -0.011
H 0.316 -0.989 1.303
H 3.125 -1.781 -1.149
H -1.222 1.345 1.573
H 2.064 1.279 -3.639
H -2.490 0.570 0.857
H -1.921 -7.173 0.404
H 1.585 2.362 1.582
H 2.201 -3.503 0.041
H 0.131 5.251 -0.542
H -0.411 -7.213 2.090
H -0.165 5.521 -5.246
H -0.992 4.352 -3.041
H -2.435 -1.545 6.183
H -5.702 6.449 1.602
H -4.608 -1.927 -1.753
H 0.968 5.618 2.073
H 0.492 -6.757 0.726
H 2.192 1.396 5.305
H 3.654 2.596 3.389
H -3.450 5.371 2.463
H -3.830 -1.204 -4.177
H 7.212 -0.394 -3.673
H 2.583 -5.671 0.938
H -3.072 -2.913 -1.671
H 6.178 -2.829 -3.885
H 1.032 7.289 1.484
H -1.067 -2.703 3.511
H 2.608 2.288 -5.817
H -2.941 -5.054 -0.470
H 1.277 0.756 4.100
H -2.472 -6.067 1.631
H 3.037 -7.666 -0.586
H -7.625 5.064 1.340
H -4.257 -2.927 -4.027
H 3.135 5.760 1.480
H 4.373 -3.425 -2.476
H -1.044 -1.944 0.737
H -0.364 -2.817 5.095
H 2.915 6.693 -0.067
H -1.104 5.811 0.633
H 1.642 -3.362 -2.507
H 0.226 2.327 -2.322
H 0.200 0.449 -0.580
H -3.018 -1.289 4.548
H -1.257 -0.043 -1.206
H -1.753 -3.612 4.709
H 3.693 0.977 3.190
H -5.452 1.611 2.434
H 2.258 0.817 1.379
H 2.621 -7.415 -3.097